Formula: C4H10O2
Source: the OMol25 dataset
Level of theory: ωB97M-V/def2-TZVPD

Results
HOMO energy = -7.921 eV
F_max = 0.453 eV/Å
2S+1 = 1
total energy = -308.7450 a.u.
Kohn-Sham gap = 8.91 eV
LUMO energy = 0.036 Eh

Positions of all 16 atoms, in Å:
1 O -0.8963 1.2398 -0.5709
2 O 0.3081 -0.8280 1.6983
3 C -0.5111 2.5318 -0.1803
4 C 0.5338 -2.1978 -0.4997
5 C 0.1425 0.3059 -0.4257
6 C -0.2714 -1.0072 -0.0813
7 H 0.5568 0.1058 0.9500
8 H 0.3377 2.9032 -0.7758
9 H 0.9480 0.4009 -1.1610
10 H -0.4406 -0.5625 2.2590
11 H 0.2386 -2.4772 -1.5184
12 H 1.5998 -1.9529 -0.5100
13 H -1.3691 3.1901 -0.3440
14 H 0.3755 -3.0516 0.1614
15 H -0.2225 2.5657 0.8822
16 H -1.3300 -1.1662 0.1163